Formula: C23H20F3
Source: OMol25
Level of theory: the ωB97M-V functional and the def2-TZVPD basis

## Properties
HOMO level: -10.760 eV
electronic energy: -1187.75045 a.u.
lowest unoccupied orbital energy: -6.2165 eV
F_max: 1.02 eV Å⁻¹
net charge: +1
ΔE to the lowest compared entry with this formula, charge and spin: 0.00 kJ/mol

Each line ends with the natural charge from an NBO analysis.
CARTESIAN COORDINATES (ANGSTROEM)
C1 -1.9461 -1.6021 2.6082  -0.6485
C2 -1.5466 -1.8103 1.1822  0.0160
C3 -0.4363 -1.1976 0.7753  -0.4308
C4 -2.3502 -2.6631 0.2614  -0.0098
C5 -3.5060 -3.3272 0.6824  -0.2051
C6 -4.2410 -4.1175 -0.1773  -0.2052
C7 -3.8465 -4.2733 -1.4876  -0.1961
C8 -2.7115 -3.6315 -1.9342  -0.2093
C9 -1.9781 -2.8397 -1.0749  -0.2012
H1 -2.8527 -2.1433 2.8676  0.2203
H2 -1.1591 -1.9393 3.2875  0.2320
H3 -2.1248 -0.5436 2.8131  0.2163
H4 -0.0577 -1.2826 -0.2226  0.1862
H5 0.1318 -0.5859 1.4500  0.1764
H6 -3.8410 -3.2298 1.6974  0.2064
H7 -5.1291 -4.6200 0.1723  0.2210
H8 -4.4202 -4.8930 -2.1576  0.2205
H9 -2.4011 -3.7568 -2.9595  0.2164
H10 -1.0989 -2.3504 -1.4521  0.1958
F1 6.6641 0.2088 -0.3605  -0.3039
C10 6.3670 1.1402 0.5703  0.9675
F2 6.7174 0.7011 1.7975  -0.3038
F3 6.9997 2.2985 0.2906  -0.2996
C11 4.8711 1.3983 0.5457  -0.0150
C12 4.1958 1.7151 1.7080  -0.1964
C13 2.8477 1.9719 1.6899  -0.0822
C14 2.1107 1.9327 0.4875  -0.1972
C15 0.7194 2.2008 0.5618  0.1560
C16 -0.3176 2.2072 -0.4037  -0.0959
C17 -1.6125 2.5529 0.0404  -0.0951
C18 -2.6654 2.6229 -0.8336  -0.2158
C19 -2.4814 2.3559 -2.1777  -0.0679
C20 -1.2336 1.9887 -2.6385  -0.2200
C21 -0.1750 1.8983 -1.7730  -0.1035
C22 2.8379 1.6381 -0.6839  -0.0364
C23 4.1814 1.3692 -0.6502  -0.2158
H11 4.7530 1.7582 2.6277  0.2544
H12 2.3355 2.2109 2.6059  0.2307
H13 0.3787 2.4515 1.5532  0.2185
H14 -1.7718 2.7651 1.0852  0.2280
H15 -3.6445 2.8913 -0.4770  0.2424
H16 -3.3103 2.4253 -2.8622  0.2408
H17 -1.0885 1.7698 -3.6837  0.2417
H18 0.7551 1.5460 -2.1622  0.2101
H19 2.3590 1.6546 -1.6375  0.2046
H20 4.7218 1.1336 -1.5519  0.2524